1.
# C3H3N3S

One molecule with the formula C3H3N3S at a distorted geometry (ωB97M-V/def2-TZVPD, the Open Molecules 2025 dataset).

Atoms and positions in Å:
1 C 1.39257 0.38929 -0.00569
2 C -0.25548 -1.17250 0.24352
3 C -1.08699 0.85094 -0.12758
4 H 1.63699 1.57420 0.06007
5 H 0.47569 -1.91143 0.60312
6 H -1.27453 1.85108 -0.18897
7 N 0.15092 0.18124 0.38576
8 N -1.63139 -1.31086 -0.27268
9 N -2.14197 -0.02426 -0.41012
10 S 2.73419 -0.42770 -0.28743

Computed properties:
Multiplicity: 1
Relative energy (zero: lowest compared OMol25 entry of this formula, charge and spin) in eV: 3.8876
HOMO level in eV: -9.427
Charge: 0
Molecular weight in g/mol: 113.15
E_LUMO in hartree: -0.04042
Structure (SMILES): S=Cn1cnnc1
Orbital gap in eV: 8.327
Total energy in eV: -18461.196

Here are the natural (NBO) charges for atoms 1 to 5, given in e: -0.120 0.164 0.154 0.197 0.236



2.
# C2H9N3Si

A 2-piece molecular cluster, C2H9N3Si overall at a distorted geometry (ωB97M-V/def2-TZVPD, the Open Molecules 2025 dataset).

Atoms and positions in Å:
1 C 2.28760 1.16913 0.39167
2 C 1.33588 0.30385 0.80913
3 N -0.52927 -2.01042 0.56698
4 N -2.84102 0.55466 0.46183
5 N 0.45121 -0.52293 -1.80208
6 Si 0.29709 -0.86115 -0.15093
7 H 3.08738 1.70939 0.86857
8 H 2.47970 1.46050 -0.60447
9 H 1.51958 0.14417 1.88561
10 H -2.39865 1.26029 1.10893
11 H -1.36624 -2.51958 0.20860
12 H -2.84529 -0.28071 1.14678
13 H -2.24142 0.32602 -0.25723
14 H 0.73241 0.31453 -2.21603
15 H 0.03104 -1.04775 -2.41736

Computed properties:
Multiplicity: 1
Relative energy (zero: lowest compared OMol25 entry of this formula, charge and spin) in eV: 1.1200
HOMO level in eV: -9.037
Charge: 0
Molecular weight in g/mol: 103.20
E_LUMO in hartree: 0.01151
Structure (SMILES): [H]/N=[Si](\N)C=C.N
Orbital gap in eV: 9.350
Total energy in eV: -14566.794

Here are the natural (NBO) charges for atoms 1 to 5, given in e: -0.287 -0.745 -1.442 -1.061 -1.266



3.
# C30H31CeN10O4

C30H31CeN10O4 as an isolated structure at a distorted geometry (ωB97M-V/def2-TZVPD, the Open Molecules 2025 dataset).

Atoms and positions in Å:
1 Ce -0.25996 0.06905 -0.08910
2 O -3.89296 1.50065 1.81400
3 C -3.01516 1.34775 0.95250
4 N -1.71706 1.58435 1.05350
5 C -1.27366 2.14065 2.31400
6 C 0.20574 2.39955 2.32020
7 C 0.79634 3.04765 3.40700
8 C 2.16454 3.20985 3.43740
9 C 2.91974 2.71265 2.38270
10 C 2.25494 2.10655 1.33700
11 N 0.93334 1.95155 1.29370
12 C -3.42266 0.86845 -0.43590
13 C -4.77626 0.67685 -0.70670
14 C -5.17246 0.28985 -1.97270
15 C -4.19056 0.09235 -2.93270
16 C -2.86626 0.31105 -2.58120
17 N -2.48006 0.68685 -1.36840
18 H -1.47616 1.45875 3.15880
19 H -1.82986 3.06385 2.54040
20 H 0.17594 3.40235 4.21490
21 H 2.64624 3.69895 4.26950
22 H 3.99414 2.78825 2.37370
23 H 2.80754 1.70955 0.49100
24 H -5.47996 0.83575 0.09440
25 H -6.21886 0.14755 -2.21090
26 H -4.44426 -0.21395 -3.93590
27 H -2.07506 0.17675 -3.31050
28 N 3.37584 0.87075 -3.00390
29 C 2.68684 0.15375 -2.09640
30 N 1.60734 0.81315 -1.74990
31 C 1.66344 1.95835 -2.49400
32 N 2.73424 2.01375 -3.26360
33 C 0.62814 2.96965 -2.41070
34 C 0.62104 4.10775 -3.22250
35 N -0.34086 5.00665 -3.14850
36 C -1.30356 4.78825 -2.25970
37 C -1.30116 3.66535 -1.43570
38 N -0.34246 2.75145 -1.51030
39 H 4.24754 0.65875 -3.46750
40 H 2.97024 -0.80315 -1.69940
41 H 1.40414 4.28605 -3.94270
42 H -2.08626 5.53395 -2.21730
43 H -2.07446 3.48945 -0.69860
44 C 0.39984 -3.67055 -1.67370
45 C -0.58216 -2.63145 -2.27890
46 C -0.13886 -2.31885 -3.73550
47 C -1.99526 -3.27425 -2.34490
48 O -0.61636 -1.48165 -1.53900
49 H 0.37354 -4.60355 -2.23640
50 H 0.12524 -3.86685 -0.63640
51 H 1.41214 -3.26935 -1.68430
52 H -0.05446 -3.22315 -4.33710
53 H 0.82124 -1.80295 -3.71820
54 H -0.87426 -1.65745 -4.19060
55 H -2.00106 -4.15045 -2.99110
56 H -2.69476 -2.53525 -2.73220
57 H -2.31756 -3.56385 -1.34560
58 N -2.04956 -1.50765 1.31800
59 H -2.52586 -0.91855 1.99930
60 H -1.59446 -2.25715 1.83230
61 H -2.75846 -1.92915 0.72130
62 O 2.04614 -1.54745 0.21760
63 C 1.78274 -1.58865 1.42300
64 N 0.82724 -0.81815 1.98460
65 C 0.92404 -0.86995 3.34870
66 O 0.24204 -0.22915 4.12600
67 C 2.01314 -1.84085 3.69750
68 C 2.51674 -2.25405 4.90850
69 C 3.49714 -3.24155 4.90610
70 C 3.93514 -3.79495 3.71430
71 C 3.44874 -3.35015 2.48650
72 C 2.49534 -2.35405 2.49090
73 H 2.16304 -1.81675 5.82780
74 H 3.90924 -3.58545 5.84490
75 H 4.66984 -4.58725 3.74060
76 H 3.80284 -3.78705 1.56600

Computed properties:
Multiplicity: 2
Relative energy (zero: lowest compared OMol25 entry of this formula, charge and spin) in eV: 0.4115
HOMO level (alpha / beta) in eV: -7.057 / -8.283
Charge: 0
Molecular weight in g/mol: 735.76
E_LUMO (alpha / beta) in hartree: -0.00450 / -0.00452
Orbital gap (alpha / beta) in eV: 6.935 / 8.160
Total energy in eV: -67639.350

Here are the Mulliken charges for atoms 1 to 5, given in e: -0.535 -0.810 -0.470 0.988 -1.308